# 1
Computed, not measured: the molecule CH3Cl2OPS in a non-equilibrium geometry, with wB97M-V/def2-TZVPD.

Structure (XYZ):
```
9
CH3Cl2OPS | the Open Molecules 2025 dataset | wB97M-V/def2-TZVPD
C 1.3459 0.0079 -0.7789
O -1.9358 0.4956 -0.5459
P 0.1933 -0.5709 1.0901
S -1.4670 1.0082 0.7241
Cl 2.9920 -0.4044 -0.4835
Cl -2.8813 0.4302 2.1635
H 1.2366 1.0523 -0.7376
H 0.8545 -0.5192 -1.6632
H -0.3382 -1.4997 0.2314
```

**SMILES**: O=S(Cl)#[PH]CCl
**Relative energy (zero: lowest compared OMol25 entry of this formula, charge and spin)**: 4.878 eV
**F_max**: 3.44 eV Å⁻¹
**E_HOMO**: -9.394 eV
**Spin multiplicity**: 1
**Total charge**: 0
**DFT total energy**: -1774.9840 a.u.


# 2
Computed, not measured: the molecule C10H12O2S4 in a non-equilibrium geometry, with wB97M-V/def2-TZVPD.

Structure (XYZ):
```
28
C10H12O2S4 | the Open Molecules 2025 dataset | wB97M-V/def2-TZVPD
O 1.6543 -0.5280 -2.0052
O -0.1103 1.5064 2.6448
S 1.6413 -2.6221 0.2442
S 0.6394 -1.3559 2.9949
S 0.4465 2.3085 -2.3412
S -0.4241 3.5002 0.3647
C 1.2327 -0.0708 -0.9408
C 0.3400 1.0451 1.5867
C 1.1747 -0.8996 0.2873
C 0.7140 -0.3677 1.4976
C 0.7530 1.3297 -0.8713
C 0.2635 1.8670 0.3626
C 3.3858 -2.4339 0.6933
C -1.2094 -1.5507 3.0578
C -1.3321 1.8006 -2.5131
C 0.8702 4.3708 1.3234
H 3.9318 -2.2240 -0.2361
H 3.7679 -3.3632 1.0987
H 3.5386 -1.6282 1.4052
H -1.5081 -2.1975 3.9063
H -1.6123 -1.9984 2.1456
H -1.6610 -0.5616 3.2211
H -1.8275 2.4488 -3.2844
H -1.9076 1.9585 -1.5672
H -1.3367 0.7735 -2.8277
H 0.9282 3.9781 2.3312
H 1.8556 4.2908 0.8492
H 0.6084 5.4406 1.3891
```

**SMILES**: CSC1=C(SC)C(=O)C(SC)=C(SC)C1=O
**Relative energy (zero: lowest compared OMol25 entry of this formula, charge and spin)**: 0.307 eV
**F_max**: 4.16 eV Å⁻¹
**E_HOMO**: -8.365 eV
**Spin multiplicity**: 1
**Total charge**: 0
**DFT total energy**: -2131.3987 a.u.


# 3
Computed, not measured: the molecule CH6P2S in a non-equilibrium geometry, with wB97M-V/def2-TZVPD.

Structure (XYZ):
```
10
CH6P2S | the Open Molecules 2025 dataset | wB97M-V/def2-TZVPD
C 0.2511 -0.1458 -1.4331
P -2.0400 0.3766 1.0539
P 1.5687 -0.6051 1.2312
S -0.0562 0.3129 0.3558
H 0.5581 0.7738 -1.9823
H 0.8947 -0.9477 -1.5338
H -0.8191 -0.5306 -1.9285
H -2.1058 -1.0157 1.5706
H 1.6196 0.0812 2.5569
H 0.1289 1.7003 0.1094
```

**SMILES**: C[SH](=P)=P
**Relative energy (zero: lowest compared OMol25 entry of this formula, charge and spin)**: 4.080 eV
**F_max**: 4.69 eV Å⁻¹
**E_HOMO**: -7.752 eV
**Spin multiplicity**: 1
**Total charge**: 0
**DFT total energy**: -1122.4095 a.u.